Record 1
2 unconnected molecules or ions with the total composition C4H4O. Source: the OMol25 dataset; level of theory: the ωB97M-V functional and the def2-TZVPD basis.

## Properties
- E_HOMO (alpha / beta): -6.739 / -9.432 eV
- ⟨S²⟩: 2.01
- Energy: -6251.0995 eV
- Largest force on an atom: 0.1052 hartree/bohr
- HOMO-LUMO gap (alpha / beta): 7.5 / 7.2 eV

Geometry as ORCA input:
```
! wB97M-V def2-TZVPD RIJCOSX def2/J DEFGRID3
* xyz 0 3
C 2.45843 0.06870 -0.24646
C 1.25849 -0.32807 0.13645
C -2.29144 0.11351 0.10016
C 1.30531 0.67521 -0.84390
O -3.42105 -0.13747 -0.23984
H 3.48198 0.24003 -0.11211
H 0.57624 -0.85849 0.69512
H -1.86544 0.75844 0.75791
H -1.50252 -0.53187 -0.24733
*
```

These are the Mulliken partial charges, in e, on atoms 1 to 5: -0.18, 0.05, -0.25, -0.55, -0.25

=====

Record 2
A single C4H4O molecule. Source: the OMol25 dataset; level of theory: the ωB97M-V functional and the def2-TZVPD basis.

## Properties
- E_HOMO (alpha / beta): -5.239 / -10.283 eV
- ⟨S²⟩: 2.01
- Energy: -6254.6940 eV
- Largest force on an atom: 0.1085 hartree/bohr
- HOMO-LUMO gap (alpha / beta): 5.6 / 8.2 eV

Geometry as ORCA input:
```
! wB97M-V def2-TZVPD RIJCOSX def2/J DEFGRID3
* xyz 0 3
C -0.25443 -0.73589 0.59499
C -0.08239 0.38731 -0.33713
C -0.98153 -1.86034 0.50409
C 0.74031 1.57687 -0.30607
O -1.64148 -2.79259 0.29284
H -0.69393 0.22970 -1.33823
H 0.80303 2.27360 -1.12421
H 0.63937 -0.82087 1.26874
H 1.47105 1.74221 0.44498
*
```

These are the Mulliken partial charges, in e, on atoms 1 to 5: -0.43, 0.20, 0.49, -0.97, -0.35

=====

Record 3
A single C4H4O2 molecule. Source: the OMol25 dataset; level of theory: the ωB97M-V functional and the def2-TZVPD basis.

## Properties
- E_HOMO: -10.708 eV
- Energy: -8303.1948 eV
- Largest force on an atom: 0.0129 hartree/bohr
- HOMO-LUMO gap: 9.7 eV

Geometry as ORCA input:
```
! wB97M-V def2-TZVPD RIJCOSX def2/J DEFGRID3
* xyz 0 1
O 1.52377 -0.26966 0.84403
C 0.32017 -0.85463 0.43493
C -0.35544 -0.00343 -0.65931
C -0.26418 -0.55168 -1.83490
C -0.99627 1.27269 -0.22430
O -1.35064 1.45100 0.91430
H 2.16367 -0.36322 0.12655
H -0.35808 -0.82973 1.29186
H 0.44314 -1.89378 0.10872
H -1.12613 2.04244 -1.00189
*
```

These are the Mulliken partial charges, in e, on atoms 1 to 5: -0.50, -0.57, 0.47, -0.21, -0.08

=====

Record 4
A molecular structure, C4H4O2. Source: the OMol25 dataset; level of theory: the ωB97M-V functional and the def2-TZVPD basis.

## Properties
- E_HOMO: -9.582 eV
- Energy: -8304.5139 eV
- Largest force on an atom: 0.0247 hartree/bohr
- HOMO-LUMO gap: 10.6 eV

Geometry as ORCA input:
```
! wB97M-V def2-TZVPD RIJCOSX def2/J DEFGRID3
* xyz 0 1
O -0.01184 1.92482 0.97458
C -0.11622 1.02747 0.17188
C -1.12387 -0.09743 0.12508
C 0.29314 -0.93508 0.10782
O 0.65794 -0.80675 -1.24970
C 1.03400 0.26867 -0.40009
H -1.54630 -0.34052 -0.84970
H -1.94902 0.07573 0.84140
H 0.71422 -1.75823 0.69273
H 2.04795 0.64132 -0.41400
*
```

These are the Mulliken partial charges, in e, on atoms 1 to 5: -0.56, 0.56, -0.66, -0.23, -0.39

=====

Energy relative to the best compared isomer or geometry (same formula, charge and spin)
In order: 4.217, 0.622, 3.882, 2.563
Unit: eV
Molecular weight
In order: 68.08, 68.08, 84.07, 84.07
Unit: Da